No. 1
{
  "formula": "C51H39N8SiTa",
  "method": "ωB97M-V/def2-TZVPD",
  "lumo_energy_ev": -6.05,
  "homo_lumo_gap_ev": 6.137,
  "charge": 2,
  "e_tot_ev": -74863.64158,
  "homo_ha": -0.448,
  "largest_force_ev_per_a": 0.80,
  "species": ["Ta", "C", "C", "N", "C", "C", "C", "C", "C", "C", "C", "N", "C", "C", "C", "C", "C", "C", "C", "C", "N", "C", "H", "H", "H", "H", "H", "H", "H", "H", "H", "H", "H", "H", "C", "C", "N", "C", "C", "C", "C", "C", "C", "C", "N", "C", "C", "C", "C", "C", "C", "C", "C", "N", "C", "H", "H", "H", "H", "H", "H", "H", "H", "H", "H", "H", "H", "N", "C", "C", "N", "C", "H", "H", "H", "H", "C", "C", "C", "C", "C", "C", "Si", "C", "C", "C", "C", "C", "C", "H", "H", "H", "H", "H", "H", "H", "H", "H", "H", "H"],
  "positions_angstrom": [[-0.1576, -0.2194, -0.0426], [-0.8690, -2.0900, 4.3421], [-0.3490, -1.9724, 3.0415], [-1.0093, -1.4196, 2.0493], [-2.2672, -0.9642, 2.2968], [-2.8487, -0.9710, 3.5756], [-2.1040, -1.5702, 4.6154], [-4.1198, -0.3705, 3.7480], [-4.7412, 0.2109, 2.6823], [-4.1550, 0.2036, 1.3954], [-2.9490, -0.4143, 1.1826], [-2.2378, -0.5037, -0.0384], [-2.9303, -0.9557, -1.1703], [-4.2871, -1.1298, -1.3502], [-4.7988, -1.6722, -2.5469], [-3.9843, -2.0695, -3.5655], [-2.5857, -1.9405, -3.4126], [-1.6536, -2.3805, -4.3742], [-0.3151, -2.2736, -4.1155], [0.0979, -1.7050, -2.9082], [-0.7387, -1.2400, -1.9924], [-2.0795, -1.3770, -2.2252], [-0.2751, -2.5665, 5.1088], [0.6489, -2.3383, 2.8300], [-2.5172, -1.6128, 5.6153], [-4.5805, -0.3718, 4.7271], [-5.7028, 0.6888, 2.8121], [-4.6658, 0.7116, 0.5899], [-4.9888, -0.8836, -0.5727], [-5.8706, -1.7829, -2.6410], [-4.3852, -2.5038, -4.4712], [-2.0084, -2.8208, -5.2978], [0.4334, -2.6085, -4.8187], [1.1465, -1.6578, -2.6672], [-2.1681, 3.1338, 2.2615], [-1.7976, 2.2154, 1.2811], [-0.7108, 1.4570, 1.3629], [0.0711, 1.5893, 2.4732], [-0.2508, 2.4538, 3.5349], [-1.4054, 3.2475, 3.3952], [0.5626, 2.4458, 4.6910], [1.6093, 1.5748, 4.7578], [1.9278, 0.7089, 3.6898], [1.2027, 0.7386, 2.5182], [1.3525, -0.0496, 1.3727], [2.3841, -1.0159, 1.3539], [3.6674, -0.8950, 1.8242], [4.5438, -2.0010, 1.8112], [4.1514, -3.2184, 1.3412], [2.8646, -3.3626, 0.7749], [2.3696, -4.5578, 0.2234], [1.1143, -4.5791, -0.3271], [0.3746, -3.3963, -0.3908], [0.8169, -2.2422, 0.0905], [2.0206, -2.2355, 0.7357], [-3.0638, 3.7206, 2.1184], [-2.4086, 2.0915, 0.3988], [-1.6873, 3.9284, 4.1886], [0.3296, 3.1112, 5.5111], [2.2235, 1.5387, 5.6473], [2.7483, 0.0235, 3.8209], [4.0256, 0.0496, 2.2056], [5.5451, -1.8705, 2.1986], [4.8205, -4.0681, 1.3667], [2.9802, -5.4521, 0.2424], [0.6902, -5.4841, -0.7371], [-0.6049, -3.3970, -0.8480], [-1.6101, 2.9551, -2.8308], [-0.9215, 3.7729, -1.9708], [-0.3208, 2.9445, -1.0846], [-0.6579, 1.6241, -1.3715], [-1.4134, 1.6865, -2.4601], [-2.1399, 3.2399, -3.6390], [-0.8986, 4.8425, -2.0747], [0.3211, 3.2098, -0.2655], [-1.8614, 0.8638, -2.9880], [1.8652, 1.3031, -6.2295], [2.3797, 0.1138, -5.7315], [2.4051, -0.1149, -4.3644], [1.9075, 0.8222, -3.4508], [1.4410, 2.0281, -3.9776], [1.4090, 2.2680, -5.3448], [2.0130, 0.5433, -1.5774], [3.6939, -0.2889, -1.3640], [4.7805, 0.5176, -1.0101], [6.0768, 0.0222, -1.0023], [6.3199, -1.2955, -1.3629], [5.2583, -2.1153, -1.7159], [3.9639, -1.6147, -1.7078], [1.8561, 1.4898, -7.2949], [2.7850, -0.6268, -6.4091], [2.8599, -1.0338, -4.0104], [1.1486, 2.8243, -3.3055], [1.0573, 3.2212, -5.7197], [2.1913, 1.8923, -0.9706], [4.6165, 1.5567, -0.7476], [6.9001, 0.6708, -0.7323], [7.3315, -1.6791, -1.3767], [5.4398, -3.1444, -2.0007], [3.1565, -2.2903, -1.9839]]
}


No. 2
{
  "formula": "AsCa3F6N2O6",
  "method": "ωB97M-V/def2-TZVPD",
  "lumo_energy_ev": -12.23,
  "homo_lumo_gap_ev": 8.043,
  "charge": 3,
  "e_tot_ev": -147697.47205,
  "homo_ha": -0.745,
  "largest_force_ev_per_a": 6.67,
  "species": ["Ca", "Ca", "Ca", "As", "F", "F", "F", "F", "F", "F", "N", "O", "O", "O", "N", "O", "O", "O"],
  "positions_angstrom": [[-1.3595, 4.1505, 0.8965], [-0.3134, -1.9630, 2.6174], [-1.0164, -0.5855, -1.4869], [2.3765, -1.9783, -0.5547], [2.9164, -0.3021, -0.2908], [0.9540, -1.2717, -1.4691], [1.7299, -3.5215, -0.9320], [3.6437, -2.6356, 0.4672], [1.4108, -1.8532, 0.9452], [3.2974, -2.1182, -2.0336], [-0.1117, 1.1910, 1.2148], [-0.2141, 0.2946, 2.0493], [-0.0412, 2.4014, 1.5733], [0.0633, 0.9481, 0.0006], [-3.3802, 1.8317, -0.7583], [-2.9542, 0.7423, -1.2415], [-2.5974, 2.3187, 0.1145], [-4.4041, 2.3507, -1.1120]]
}


No. 3
{
  "formula": "C4H7NS3",
  "method": "ωB97M-V/def2-TZVPD",
  "lumo_energy_ev": -0.79,
  "homo_lumo_gap_ev": 7.798,
  "e_tot_ev": -38251.36623,
  "homo_ha": -0.315,
  "largest_force_ev_per_a": 4.97,
  "species": ["C", "C", "C", "C", "H", "H", "H", "H", "H", "H", "H", "N", "S", "S", "S"],
  "positions_angstrom": [[-1.8026, 1.9227, 0.2470], [0.3348, 0.2762, -0.3346], [1.7165, -0.2310, -0.2016], [1.9509, -1.4537, 0.5023], [-1.4801, 1.8198, 1.4887], [-2.7125, 1.1877, -0.2132], [-2.3151, 3.0656, 0.2181], [-1.9146, -2.3092, -1.2812], [2.9247, -1.1666, 1.1150], [2.1474, -2.1873, -0.5132], [0.7765, -1.9688, 1.0987], [-0.4110, -0.7722, -0.4377], [-0.0258, 2.0464, -0.4121], [-2.1250, -0.9043, -0.5974], [2.9360, 0.6746, -0.6788]]
}


No. 4
{
  "formula": "C5H8BBrN5O3",
  "method": "ωB97M-V/def2-TZVPD",
  "lumo_energy_ev": -5.32,
  "homo_lumo_gap_ev": 5.949,
  "charge": 1,
  "e_tot_ev": -89620.05559,
  "homo_ha": -0.414,
  "largest_force_ev_per_a": 0.71,
  "species": ["O", "B", "O", "O", "C", "N", "N", "N", "N", "Br", "H", "H", "H", "N", "C", "C", "C", "C", "H", "H", "H", "H", "H"],
  "positions_angstrom": [[3.7872, 0.8877, -0.8139], [2.9132, 1.8291, -1.2318], [3.0748, 2.5797, -2.3377], [1.7432, 2.0968, -0.4225], [0.5506, 2.1137, -0.9042], [-0.3039, 3.1501, -0.8170], [-1.4327, 2.7835, -1.3565], [-1.3116, 1.5635, -1.7814], [-0.0811, 1.0958, -1.5150], [0.4764, -0.6027, -1.9074], [3.3907, 0.1895, -0.2755], [3.5932, 2.1317, -3.0207], [-2.0597, 1.0379, -2.2230], [-1.9752, -2.3279, 2.8236], [-2.3996, -1.4180, 1.9028], [-1.4829, -1.4066, 0.8837], [-0.4677, -2.3498, 1.2094], [-0.8056, -2.9012, 2.4155], [-2.4537, -2.5455, 3.6794], [-3.3101, -0.8626, 2.0455], [-1.5378, -0.7916, 0.0023], [0.4069, -2.6027, 0.6329], [-0.3148, -3.6505, 3.0113]]
}